Here is C31H45BrN2P2Sn as an isolated structure from the Open Molecules 2025 dataset. Energies are from wB97M-V/def2-TZVPD.

Properties
- Kohn-Sham gap: 5.41 eV
- F_max: 4.06 eV/Å
- Net charge: +2
- 2S+1: 1
- HOMO level: -12.5 eV
- Energy above the lowest of the compared OMol25 structures with the same formula, charge and spin: 0.00 kcal per mole

CARTESIAN COORDINATES (ANGSTROEM)
C1 1.821 3.740 -0.695
C2 0.849 2.977 -1.399
C3 0.940 2.939 -2.819
C4 2.002 3.604 -3.436
N1 2.930 4.266 -2.748
C5 2.837 4.363 -1.423
C6 -0.151 2.272 -0.720
C7 -1.183 1.849 -0.111
C8 -2.531 2.078 0.343
C9 -3.283 1.063 0.956
C10 -4.611 1.286 1.308
C11 -5.144 2.537 1.048
C12 -4.425 3.595 0.489
C13 -3.103 3.349 0.131
Sn1 -0.274 -0.344 0.270
P1 2.275 -0.475 -0.739
H1 0.190 2.417 -3.413
H2 1.770 3.841 0.389
H3 2.088 3.585 -4.525
H4 3.592 4.954 -0.898
H5 -2.495 4.128 -0.326
H6 -2.843 0.081 1.155
H7 -4.881 4.564 0.332
H8 -5.216 0.509 1.764
C14 2.834 -2.205 -0.374
C15 3.969 -2.799 -1.204
H9 1.934 -2.832 -0.482
H10 3.102 -2.233 0.693
H11 4.128 -3.839 -0.888
H12 3.746 -2.819 -2.278
H13 4.922 -2.275 -1.056
C16 2.543 -0.258 -2.557
C17 3.924 0.182 -3.047
H14 1.800 0.492 -2.869
H15 2.259 -1.201 -3.049
H16 3.913 0.233 -4.144
H17 4.201 1.183 -2.692
H18 4.723 -0.519 -2.774
C18 3.537 0.647 0.015
C19 4.961 0.117 0.179
H19 3.144 0.950 0.996
H20 3.548 1.564 -0.589
H21 5.548 0.852 0.746
H22 5.004 -0.829 0.732
H23 5.474 -0.016 -0.783
Br1 -6.993 2.810 1.486
P2 -1.613 -1.590 -1.675
C20 -0.604 -2.576 -2.832
C21 -1.255 -3.851 -3.364
H24 0.335 -2.821 -2.302
H25 -0.324 -1.917 -3.668
H26 -0.532 -4.384 -3.993
H27 -1.557 -4.535 -2.562
H28 -2.131 -3.643 -3.991
C22 -2.653 -2.764 -0.722
C23 -3.999 -3.152 -1.326
H29 -2.807 -2.299 0.268
H30 -2.047 -3.667 -0.545
H31 -4.527 -3.808 -0.622
H32 -4.645 -2.286 -1.509
H33 -3.891 -3.711 -2.264
C24 -2.720 -0.500 -2.630
C25 -3.164 -1.035 -3.991
H34 -2.181 0.455 -2.750
H35 -3.596 -0.280 -2.001
H36 -3.767 -0.269 -4.494
H37 -2.317 -1.266 -4.648
H38 -3.792 -1.931 -3.905
N2 1.222 0.347 2.841
C26 0.577 0.051 4.031
C27 1.313 -0.449 5.124
C28 0.671 -0.661 6.343
C29 -0.710 -0.454 6.463
C30 -1.452 -0.034 5.353
C31 -0.814 0.233 4.140
H39 2.217 0.146 2.772
H40 0.929 1.168 2.312
H41 2.387 -0.619 5.007
H42 1.256 -0.993 7.205
H43 -1.207 -0.630 7.421
H44 -2.535 0.091 5.429
H45 -1.376 0.566 3.260

Here is C39H60GeIN4P3Pd as an isolated structure from the Open Molecules 2025 dataset. Energies are from wB97M-V/def2-TZVPD.

Properties
- Kohn-Sham gap (spin up / spin down): 4.06 / 2.67 eV
- F_max: 3.13 eV/Å
- Net charge: +3
- 2S+1: 2
- HOMO level (spin up / spin down): -14.9 / -14.8 eV
- Energy above the lowest of the compared OMol25 structures with the same formula, charge and spin: 11.75 kcal per mole

CARTESIAN COORDINATES (ANGSTROEM)
Pd1 0.146 -0.051 -1.648
C1 -3.461 3.677 -1.630
C2 -3.049 2.227 -1.897
C3 -3.975 1.245 -1.177
P1 -1.273 1.960 -1.477
C4 -1.211 2.518 0.279
N1 -0.216 1.834 1.079
Ge1 0.083 -0.087 0.846
N2 -1.499 -0.958 1.236
C5 -2.263 -1.574 0.191
P2 -1.201 -1.912 -1.268
C6 -0.287 -3.487 -0.963
C7 -1.030 -4.768 -1.386
C8 0.125 -3.628 0.507
C9 -2.317 -2.138 -2.727
C10 -2.669 -0.942 -3.620
C11 -3.617 -2.806 -2.216
C12 -2.123 -0.532 2.412
C13 -3.479 -0.671 2.687
C14 -3.992 -0.193 3.886
C15 -3.175 0.436 4.813
C16 -1.821 0.578 4.545
C17 -1.305 0.084 3.361
N3 0.110 0.163 3.032
C18 0.662 1.473 3.221
C19 1.393 1.874 4.314
C20 1.717 3.222 4.445
C21 1.297 4.158 3.490
C22 0.607 3.764 2.371
C23 0.332 2.391 2.183
C24 0.941 -0.920 3.497
C25 0.887 -1.427 4.781
C26 1.773 -2.428 5.154
C27 2.691 -2.902 4.232
C28 2.725 -2.409 2.931
C29 1.836 -1.408 2.551
N4 1.742 -0.867 1.250
C30 2.602 -1.453 0.249
P3 2.387 -0.690 -1.392
C31 3.003 1.062 -1.224
C32 3.657 1.587 -2.498
C33 3.931 1.247 -0.012
C34 3.438 -1.650 -2.546
C35 2.801 -2.976 -2.954
C36 4.843 -1.850 -1.964
C37 -0.222 3.158 -2.443
C38 -0.821 3.364 -3.841
C39 0.092 4.465 -1.718
H1 -4.449 3.843 -2.059
H2 -2.784 4.399 -2.081
H3 -3.533 3.883 -0.560
H4 -3.109 2.037 -2.973
H5 -3.826 1.238 -0.096
H6 -3.871 0.228 -1.553
H7 -5.009 1.548 -1.342
H8 -2.195 2.316 0.717
H9 -1.073 3.598 0.310
H10 -3.108 -0.967 -0.139
H11 -2.662 -2.548 0.504
H12 0.598 -3.395 -1.598
H13 -1.898 -4.954 -0.757
H14 -0.344 -5.599 -1.224
H15 -1.325 -4.796 -2.433
H16 -0.742 -3.863 1.126
H17 0.605 -2.751 0.933
H18 0.815 -4.468 0.591
H19 -1.762 -2.868 -3.321
H20 -2.583 0.017 -3.115
H21 -3.700 -1.052 -3.953
H22 -2.037 -0.908 -4.502
H23 -4.276 -2.071 -1.754
H24 -3.468 -3.629 -1.524
H25 -4.142 -3.205 -3.084
H26 -4.140 -1.160 1.983
H27 -5.046 -0.316 4.095
H28 -3.586 0.808 5.741
H29 -1.171 1.069 5.258
H30 1.678 1.165 5.080
H31 2.272 3.557 5.310
H32 1.536 5.202 3.636
H33 0.324 4.491 1.622
H34 0.158 -1.049 5.485
H35 1.748 -2.829 6.157
H36 3.391 -3.675 4.519
H37 3.449 -2.815 2.239
H38 2.459 -2.538 0.139
H39 3.649 -1.296 0.528
H40 2.097 1.662 -1.020
H41 4.615 1.097 -2.676
H42 3.857 2.651 -2.371
H43 3.038 1.464 -3.384
H44 4.835 0.644 -0.101
H45 3.440 1.017 0.933
H46 4.242 2.292 0.015
H47 3.511 -1.013 -3.434
H48 2.761 -3.681 -2.120
H49 3.414 -3.432 -3.731
H50 1.804 -2.834 -3.377
H51 4.836 -2.467 -1.066
H52 5.352 -0.911 -1.747
H53 5.442 -2.378 -2.706
H54 0.730 2.634 -2.588
H55 -1.671 4.044 -3.811
H56 -1.138 2.427 -4.305
H57 -0.066 3.801 -4.492
H58 -0.796 5.061 -1.502
H59 0.739 5.064 -2.360
H60 0.635 4.296 -0.786
I1 0.666 0.152 -4.210

Here is a 2-piece molecular cluster, C3H6S2 overall from the Open Molecules 2025 dataset. Energies are from wB97M-V/def2-TZVPD.

Properties
- Kohn-Sham gap: 7.44 eV
- F_max: 5.30 eV/Å
- 2S+1: 1
- HOMO level: -8.9 eV
- Energy above the lowest of the compared OMol25 structures with the same formula, charge and spin: 140.78 kcal per mole

CARTESIAN COORDINATES (ANGSTROEM)
C1 0.511 1.236 -0.332
C2 0.378 -0.236 -0.018
C3 -0.392 -1.021 1.048
H1 -1.320 -0.120 -1.927
H2 1.291 1.335 -0.995
H3 0.509 1.793 0.810
H4 0.044 -1.188 -0.692
H5 -1.033 -1.658 0.430
H6 -0.644 -0.468 2.087
S1 -0.734 1.817 -1.391
S2 1.390 -1.488 0.982

Here is one molecule with the formula C14H14N2O4S from the Open Molecules 2025 dataset. Energies are from wB97M-V/def2-TZVPD.

Properties
- Kohn-Sham gap: 8.88 eV
- F_max: 6.43 eV/Å
- 2S+1: 1
- HOMO level: -8.7 eV
- Energy above the lowest of the compared OMol25 structures with the same formula, charge and spin: 47.60 kcal per mole
- SMILES: O=C1CN2C(=O)c3ccccc3S[C@H]2[C@H]2[C@H](O)[C@H](O)CN12

CARTESIAN COORDINATES (ANGSTROEM)
O1 -0.579 -2.873 2.901
C1 -0.672 -2.053 2.005
C2 -1.241 -0.609 2.338
N1 -0.865 0.404 1.263
C3 -0.838 1.751 1.585
O2 -1.199 2.149 2.738
C4 -0.327 2.756 0.602
C5 -0.619 4.118 0.767
C6 0.028 5.119 0.097
C7 0.956 4.769 -0.945
C8 1.105 3.514 -1.301
C9 0.518 2.481 -0.489
S1 0.941 0.776 -0.922
C10 -0.523 0.004 -0.095
C11 -0.312 -1.488 -0.425
C12 0.654 -2.045 -1.524
O3 0.271 -1.958 -2.936
C13 0.707 -3.532 -1.053
O4 -0.375 -4.403 -1.418
C14 0.801 -3.431 0.523
N2 -0.070 -2.250 0.788
H1 -2.316 -0.634 2.519
H2 -0.777 -0.329 3.268
H3 -1.342 4.494 1.539
H4 -0.241 6.147 0.414
H5 1.522 5.597 -1.312
H6 1.667 3.104 -2.161
H7 -1.422 0.208 -0.727
H8 -1.254 -1.722 -0.896
H9 1.618 -1.626 -1.411
H10 0.741 -2.433 -3.537
H11 1.629 -4.025 -1.412
H12 -0.570 -4.271 -2.357
H13 1.848 -3.211 0.759
H14 0.535 -4.495 0.816